Entry 1:
ORCA calculation (ωB97M-V/def2-TZVPD) on a structure of composition C24H39BrGeIN2NiSSe.

The geometry in XYZ format:
```
71
Properties=species:S:1:pos:R:3:forces:R:3
Ni 0.03043 -0.98508 1.28962 -0.508 0.228 1.474
C 1.21223 -1.31464 3.40737 -0.608 0.733 -0.274
C -0.08847 -1.90440 3.33983 -0.023 0.589 -0.337
C -1.04809 -0.84799 3.24888 0.789 0.439 0.110
C -0.32478 0.39682 3.21914 -0.114 -0.963 -0.092
C 1.06287 0.10172 3.32626 -0.271 -0.801 -0.177
C 2.15096 1.08154 3.60026 0.035 -0.061 -0.083
C -0.93836 1.74308 3.37730 0.029 -0.061 -0.065
C -2.51026 -0.98724 3.50030 0.093 -0.048 -0.112
C -0.39417 -3.33763 3.59847 -0.071 0.019 -0.023
C 2.46034 -2.03745 3.75594 0.023 -0.072 -0.109
H 2.37139 1.08805 4.67016 0.053 0.067 0.019
H 1.86915 2.09346 3.32066 0.045 0.098 -0.066
H 3.06784 0.80733 3.08332 0.153 0.095 -0.033
H -1.07876 1.94306 4.44072 -0.082 0.116 0.057
H -1.91107 1.79339 2.89580 -0.088 0.123 -0.049
H -0.29908 2.52789 2.98053 -0.030 0.113 -0.048
H -3.06887 -0.15408 3.07979 -0.112 -0.029 -0.035
H -2.67775 -1.00411 4.57921 -0.108 0.009 0.033
H -2.89538 -1.91619 3.08498 -0.150 0.025 0.046
H -0.45392 -3.50827 4.67510 -0.009 -0.156 0.026
H 0.38002 -3.98952 3.19572 0.008 -0.140 0.027
H -1.34861 -3.61522 3.15685 -0.042 -0.141 -0.010
H 3.33943 -1.44426 3.52000 0.139 -0.041 -0.022
H 2.53406 -2.99690 3.24359 0.097 -0.031 0.025
H 2.46000 -2.23699 4.82974 0.116 -0.056 0.041
Br 4.83236 -2.53982 -0.40421 0.027 0.071 -0.283
C 3.59517 -2.14423 -1.78682 -0.035 -0.058 0.345
C 4.06587 -1.72589 -3.02316 0.123 -0.056 0.101
C 3.17506 -1.39021 -4.02737 -0.042 0.012 0.052
C 1.81146 -1.46266 -3.79631 0.016 -0.026 0.032
C 1.33561 -1.89890 -2.57157 -0.108 -0.136 0.117
C 2.22559 -2.24482 -1.56625 0.033 -0.212 0.387
I 1.47409 -2.96889 0.29032 0.286 0.034 -0.749
H 5.13127 -1.67875 -3.18647 0.076 0.047 -0.033
H 3.54540 -1.07325 -4.99011 0.061 0.034 -0.060
H 1.11533 -1.19046 -4.57322 -0.097 0.020 -0.101
H 0.27295 -1.97233 -2.39001 -0.054 -0.002 -0.011
S -2.14029 -2.07524 0.49354 0.371 0.162 0.618
C -2.54165 -1.97988 -1.11516 -0.012 -0.032 -0.109
N -3.33052 -2.86875 -1.73501 0.069 0.172 0.016
C -3.47468 -2.57740 -3.14613 -0.079 -0.095 -0.465
C -2.90001 -1.15447 -3.24417 -0.231 0.135 -0.403
N -2.17030 -1.02725 -1.99531 -0.031 -0.081 -0.043
H -3.56720 -3.76051 -1.33231 0.086 0.141 0.147
H -4.52120 -2.62050 -3.44681 0.084 -0.011 -0.070
H -2.89951 -3.28774 -3.74847 -0.070 0.066 0.022
H -3.69531 -0.40320 -3.30663 0.091 -0.089 -0.011
H -2.23512 -1.03166 -4.10049 -0.102 -0.015 0.028
H -1.82220 -0.12851 -1.69905 -0.016 -0.221 0.142
C -1.37945 5.26532 -1.05314 0.177 -0.485 -0.215
Ge -0.67319 3.55483 -1.76583 0.077 -0.178 0.140
C 1.09358 3.76879 -2.63717 -0.486 -0.042 0.277
C -1.90025 2.69970 -3.07441 0.284 0.261 0.392
C -0.52857 2.29892 -0.17907 0.091 0.254 -0.281
Se 0.42836 0.62153 -0.48709 0.111 0.278 -0.318
C 2.25058 1.19098 -0.14318 0.036 0.174 0.035
H -1.54737 5.96663 -1.86376 -0.014 0.077 -0.165
H -0.67709 5.72089 -0.36085 0.143 -0.030 0.063
H -2.32233 5.12542 -0.53178 -0.098 -0.113 0.028
H 0.97421 4.34256 -3.55158 -0.050 0.071 -0.116
H 1.51350 2.80178 -2.90207 0.012 -0.145 -0.026
H 1.79982 4.29764 -2.00497 0.065 0.061 0.141
H -1.98037 3.31797 -3.96397 0.028 0.086 -0.100
H -2.90088 2.56863 -2.67538 -0.159 0.007 0.151
H -1.51835 1.72944 -3.38132 0.148 -0.144 -0.039
H -1.53324 2.01176 0.13722 0.007 -0.007 0.046
H -0.04284 2.77981 0.66748 -0.052 0.070 0.061
H 2.51844 2.00516 -0.81197 -0.055 -0.028 -0.043
H 2.89716 0.33609 -0.32891 -0.029 -0.053 -0.011
H 2.34494 1.50512 0.89341 -0.051 -0.026 -0.012
```
Positions in Å, forces in eV/Å.

Results
E_LUMO (alpha / beta)	-2.2 / -2.5	eV
charge	+1
2S+1	3
HOMO-LUMO gap (alpha / beta)	0.2755 / 0.2906	Eh
<S²>	2.0160
HOMO energy (alpha / beta)	-0.357 / -0.384	Ha
ΔE to the lowest compared entry with this formula, charge and spin	0.1444	eV

Atom charges from the Löwdin analysis, given in e for atoms 1 to 6: Ni -0.039; C -0.278; C -0.323; C -0.314; C -0.246; C -0.236

=====

Entry 2:
ORCA calculation (ωB97M-V/def2-TZVPD) on a cluster of 5 separate species, C24H39ClN2O17S2 in total.

The geometry in XYZ format:
```
85
Properties=species:S:1:pos:R:3:forces:R:3
N 4.67695 -2.16441 1.37286 0.250 0.298 0.457
C 3.69907 -2.29149 2.43394 0.137 -0.676 0.134
C 2.46707 -3.18534 2.13433 0.254 0.495 -0.188
C 2.01108 -3.21288 0.67625 -0.209 0.048 1.105
C 1.00270 -2.11886 0.26352 -0.366 -1.450 -0.991
C -0.44224 -2.53843 0.63889 -0.120 0.472 -0.361
N -1.41324 -2.34506 -0.45691 0.109 0.057 0.818
O 1.08951 -2.19377 -1.21575 0.654 1.081 -0.329
S 2.26765 -1.24454 -1.70640 1.492 -1.270 -0.631
O 3.45946 -1.97307 -1.96505 0.311 -0.597 0.647
O 1.91467 -0.41200 -2.79628 -1.174 0.806 0.324
O 2.52959 -0.47021 -0.29108 -0.127 -0.078 0.021
C 1.34763 -0.65392 0.49049 -1.447 1.708 -0.750
S 0.06096 0.37561 -0.45807 -0.928 0.084 0.124
C 1.34149 -0.06339 1.92226 0.446 -1.163 -0.105
C 0.21764 0.89324 2.25723 -0.007 2.034 -0.138
O 0.33445 2.08071 2.31920 -0.073 -1.564 0.118
Cl -1.40462 0.19186 2.68727 0.509 -0.110 -0.066
H 4.53915 -1.34092 0.81348 -0.029 -0.118 -0.346
H 4.77485 -2.99406 0.81380 -0.043 -0.005 -0.209
H 4.21224 -2.75520 3.27630 -0.096 -0.016 0.271
H 3.40389 -1.31402 2.79605 0.072 0.282 -0.183
H 2.72435 -4.18763 2.45942 -0.071 -0.284 -0.128
H 1.61976 -2.89030 2.74708 -0.011 -0.108 0.317
H 2.83395 -3.26186 -0.02139 0.276 0.304 -0.032
H 1.47651 -4.14709 0.54080 -0.172 -0.110 -0.206
H -0.73248 -1.97270 1.52335 0.091 -0.093 0.202
H -0.46354 -3.58609 0.90455 0.286 -0.182 0.121
H -2.10855 -3.07066 -0.34966 -0.147 -0.039 -0.157
H -1.88673 -1.47102 -0.26774 -0.211 0.085 -0.377
H 0.86370 1.22242 -1.12007 0.307 -0.187 0.385
H 1.29383 -0.90265 2.61195 0.011 0.056 0.249
H 2.26897 0.47724 2.08241 0.095 0.210 -0.021
C 1.15680 3.43929 -5.19189 -0.107 0.189 -0.286
C 0.03072 3.55247 -4.19570 0.439 -0.097 -0.344
C -0.68557 2.25864 -3.90382 -0.007 -0.135 0.272
O -1.99212 2.71975 -3.52652 0.066 0.084 -0.121
C -2.19602 3.90276 -4.15618 0.148 -0.028 -0.013
O -3.24188 4.46175 -4.21346 -0.143 0.081 0.007
O -1.04692 4.35750 -4.71190 -0.147 -0.112 0.228
H 1.99366 2.88648 -4.76591 -0.029 -0.010 0.054
H 0.82529 2.93052 -6.09792 -0.036 -0.062 0.046
H 1.50289 4.42877 -5.48938 0.061 0.009 0.111
H 0.38853 4.02491 -3.27615 -0.100 -0.019 0.042
H -0.22720 1.69089 -3.09905 -0.177 -0.054 0.063
H -0.78756 1.61711 -4.78142 0.103 0.061 -0.057
C -6.38195 4.54038 -4.91025 -0.203 0.109 -0.316
C -7.50222 4.67074 -3.91140 0.443 -0.082 -0.387
C -8.22946 3.38543 -3.60564 -0.054 -0.097 0.259
O -9.52926 3.85805 -3.22537 0.081 0.021 -0.104
C -9.72921 5.04193 -3.86259 0.126 0.019 -0.047
O -10.76936 5.60705 -3.91730 -0.195 0.083 0.003
O -8.57693 5.48209 -4.42642 -0.148 -0.155 0.245
H -5.54689 3.98692 -4.48740 0.022 0.064 0.064
H -6.72253 4.02872 -5.81282 -0.080 -0.038 0.051
H -6.02741 5.52332 -5.21652 0.108 0.002 0.130
H -7.13622 5.14602 -2.99704 -0.085 -0.026 0.046
H -7.77452 2.81847 -2.79698 -0.159 0.036 0.105
H -8.33961 2.74046 -4.48070 0.092 0.077 -0.068
C 8.43865 2.24899 3.58831 -0.153 0.341 0.010
C 7.25521 1.37331 3.26163 0.489 0.263 0.093
C 7.28296 0.75729 1.88475 0.057 -0.331 -0.053
O 5.88757 0.58607 1.61091 0.002 0.267 -0.004
C 5.21982 1.52706 2.31291 0.116 0.011 0.036
O 4.06559 1.77707 2.16856 -0.192 -0.020 0.019
O 6.03690 2.14055 3.20023 -0.113 -0.214 -0.124
H 9.34169 1.64990 3.70157 -0.030 -0.052 0.005
H 8.60416 2.98886 2.80403 -0.009 -0.056 -0.056
H 8.26295 2.79795 4.51282 0.031 -0.106 0.066
H 7.12674 0.60976 4.03371 -0.072 -0.049 -0.065
H 7.80169 -0.19762 1.85345 -0.216 -0.107 -0.049
H 7.70356 1.42052 1.12524 0.039 0.093 0.105
C -3.65138 -5.87364 2.49868 0.206 0.135 -0.287
C -2.76813 -5.53760 3.67403 -0.392 -0.136 -0.374
C -3.30881 -4.46466 4.58722 -0.055 -0.023 0.261
O -2.10656 -3.90782 5.13733 -0.019 -0.052 -0.151
C -1.12237 -4.09718 4.22794 -0.114 -0.009 -0.007
O -0.04982 -3.59333 4.27982 0.172 0.109 -0.017
O -1.53095 -4.93898 3.24349 0.010 0.077 0.231
H -4.55335 -6.38812 2.82817 0.018 -0.012 0.045
H -3.94037 -4.97090 1.95798 -0.027 0.038 0.076
H -3.12080 -6.51265 1.79334 -0.027 -0.106 0.080
H -2.52179 -6.44544 4.23144 0.043 0.058 0.072
H -3.94851 -4.85434 5.37503 0.144 0.063 0.136
H -3.83943 -3.67496 4.05010 0.002 -0.072 -0.106
```
Positions in Å, forces in eV/Å.

Results
E_LUMO	0.2	eV
2S+1	1
HOMO-LUMO gap	0.3374	Eh
SMILES	NCCC[C@]1(CN)OS(=O)(=O)O[C@]1(S)CC(=O)Cl.C[C@@H]1COC(=O)O1.C[C@@H]1COC(=O)O1.C[C@@H]1COC(=O)O1.C[C@@H]1COC(=O)O1
HOMO energy	-0.330	Ha

Atom charges from the Löwdin analysis, given in e for atoms 1 to 6: N 0.021; C -0.256; C -0.150; C -0.103; C -0.392; C -0.188

=====

Entry 3:
ORCA calculation (ωB97M-V/def2-TZVPD) on a structure of composition C24H39F2FeO24.

The geometry in XYZ format:
```
90
Properties=species:S:1:pos:R:3:forces:R:3
Fe 1.44541 0.19163 3.19961 -1.366 0.194 0.099
C -1.39576 0.05773 0.40398 -1.642 -0.690 -0.212
C -0.48913 -0.03006 1.57540 1.999 0.398 -0.123
O -0.26115 0.98503 2.28693 -0.655 1.530 0.496
O 0.28424 -0.98445 1.83097 -0.202 -1.723 -0.382
H -1.67786 -0.90088 -0.03424 0.466 -0.233 0.225
H -1.03865 0.67101 -0.42104 0.401 0.204 0.340
H -2.36132 0.46388 0.71373 0.155 0.357 0.048
C 5.20362 0.09953 2.01453 0.105 0.203 1.476
C 3.76826 0.00932 2.44817 -1.134 1.125 -0.199
O 2.78195 0.03645 1.65342 0.488 -0.344 -1.106
O 3.41385 0.11506 3.66125 1.127 -0.450 1.059
H 5.61415 -0.84493 1.67339 -0.187 0.091 -0.441
H 5.74728 0.35754 2.92708 0.072 -0.169 -0.012
H 5.36060 0.95683 1.36405 -0.212 -0.379 -0.540
C 0.51112 -0.68630 6.97657 -0.012 -0.933 0.921
C 0.78439 -0.35190 5.55093 -0.224 -0.018 -0.581
O 0.87457 0.82881 5.15038 0.310 1.503 0.383
O 0.89596 -1.21510 4.63969 0.307 -1.357 -0.310
H 0.73444 -1.71696 7.26014 0.290 -0.086 -0.629
H -0.55152 -0.63338 7.21857 -0.024 0.583 -0.222
H 1.09321 -0.08767 7.67442 -0.200 0.432 -0.233
C 1.74667 -4.90063 1.08239 2.099 0.723 -0.362
C 2.26871 -3.79251 1.99280 -0.683 -0.201 0.239
O 3.62800 -3.61571 1.62517 -0.753 0.368 -0.653
C 4.01763 -4.72515 0.94866 0.036 -1.371 0.833
O 5.11727 -4.97558 0.56611 -0.347 0.519 0.062
O 2.99394 -5.62160 0.91367 -0.096 -0.133 -0.559
F 2.30625 -4.28089 3.25641 -0.100 -0.338 1.036
H 1.55724 -4.49718 0.08736 -0.815 -0.002 0.131
H 0.98190 -5.53072 1.51723 0.006 0.029 -0.040
H 1.63814 -2.90461 2.03567 0.632 0.404 -0.470
C -7.84607 0.97772 -1.43074 -0.121 -0.527 -0.599
C -7.58812 2.45497 -1.58648 0.184 0.206 -0.210
O -6.26154 2.60866 -1.11900 -0.505 0.130 -0.111
C -5.66366 1.39595 -1.06896 1.023 0.235 -0.524
O -4.50188 1.25506 -0.85298 -0.440 -0.258 0.260
O -6.52220 0.42809 -1.43529 -0.328 -0.166 0.660
F -8.41127 3.18608 -0.81285 -0.345 0.269 0.440
H -8.38250 0.52471 -2.26124 -0.011 0.142 -0.038
H -8.40380 0.77941 -0.51465 0.329 -0.057 0.191
H -7.69054 2.83515 -2.60449 0.231 0.014 0.009
C 5.12672 -2.28618 -0.87565 1.635 -0.633 -0.101
O 3.75985 -1.99140 -0.75577 -0.021 0.434 0.972
C 2.97578 -2.05997 -1.82567 1.559 -0.548 -1.084
O 3.32324 -2.54384 -2.87972 -0.690 0.301 0.176
O 1.84117 -1.50340 -1.49908 -1.113 0.359 0.772
C 0.79229 -1.35754 -2.44013 -0.581 -0.757 -0.506
H 5.71849 -1.56834 -1.44720 -0.583 0.162 -0.436
H 5.34221 -3.29123 -1.23394 -0.392 0.065 -0.424
H 5.62043 -2.28749 0.09498 -0.727 0.141 0.348
H 1.03502 -0.57232 -3.15087 -0.104 -0.039 -0.088
H -0.13872 -1.16115 -1.91135 0.374 0.582 0.379
H 0.52983 -2.29317 -2.93850 0.658 0.000 -0.339
C 2.35976 3.86912 5.39136 1.340 -1.997 0.936
O 2.34597 4.41438 4.09645 -0.268 0.843 -0.212
C 2.19032 3.62182 3.05011 0.249 0.438 -0.135
O 1.89145 2.45520 3.06626 0.077 -0.369 0.056
O 2.44718 4.35352 1.97323 -0.057 0.305 -0.294
C 2.44090 3.70745 0.69297 0.226 -0.731 -0.289
H 2.59175 4.60215 6.15835 -0.706 0.616 -0.433
H 3.23705 3.21083 5.47959 -0.069 -0.097 -0.268
H 1.53811 3.19591 5.63339 -0.418 0.497 -0.188
H 1.47739 3.75238 0.18885 -0.192 -0.123 0.391
H 2.77386 2.67837 0.82793 -0.288 -0.094 -0.163
H 3.14167 4.18811 0.01279 0.160 0.379 0.474
C -2.73592 -3.90236 -6.48431 0.555 0.234 -0.570
O -3.59659 -2.97799 -5.80627 0.109 -0.375 -0.484
C -2.99184 -2.12634 -4.99077 -0.632 0.226 1.774
O -1.84030 -2.06865 -4.65838 0.523 -0.368 -0.756
O -3.95384 -1.38260 -4.41393 0.030 0.034 -0.622
C -3.63460 -0.68479 -3.22092 0.069 -0.059 1.322
H -2.15221 -3.35278 -7.22391 0.215 -0.015 0.159
H -3.31350 -4.62845 -7.04987 -0.502 0.168 0.347
H -2.07097 -4.42834 -5.80306 -0.036 0.163 0.143
H -4.00565 0.33486 -3.25046 -0.075 -0.064 -0.269
H -2.59138 -0.66096 -2.90645 0.234 -0.012 -0.859
H -4.10049 -1.21446 -2.38618 -0.421 0.121 -0.158
C -0.95078 2.61961 -4.63733 -0.333 -0.609 -0.302
O -1.56999 2.59436 -3.36364 -0.477 0.320 0.449
C -0.91418 3.02809 -2.28070 0.091 -0.726 0.007
O 0.27034 3.20813 -2.18589 0.038 0.392 -0.056
O -1.81679 3.09875 -1.30757 -0.371 0.545 -0.182
C -1.44748 3.60355 -0.04143 0.489 -0.562 1.738
H -1.69870 2.16565 -5.28809 0.040 0.077 -0.038
H -0.08287 1.96221 -4.66400 0.295 0.430 0.041
H -0.79029 3.63940 -4.98150 0.419 -0.037 0.149
H -2.33959 3.78240 0.55615 -0.342 0.193 -0.590
H -0.81502 4.48921 0.00783 -0.103 0.110 -0.770
H -0.94085 2.84592 0.56559 0.261 -0.150 -0.369
```
Positions in Å, forces in eV/Å.

Results
E_LUMO (alpha / beta)	0.4 / -0.8	eV
2S+1	6
HOMO-LUMO gap (alpha / beta)	0.3781 / 0.3423	Eh
<S²>	8.7559
HOMO energy (alpha / beta)	-0.365 / -0.372	Ha
ΔE to the lowest compared entry with this formula, charge and spin	1.0325	eV

Atom charges from the Löwdin analysis, given in e for atoms 1 to 6: Fe 1.185; C 0.022; C -0.626; O -0.046; O -0.044; H 0.086